No. 1
# CH4N2OS

CH4N2OS in the gas phase in a non-equilibrium geometry (wB97M-V/def2-TZVPD, the Open Molecules 2025 dataset).

Geometry (Å):
C: 0.259 -0.912 1.857
N: 0.440 -0.285 0.786
N: 0.008 1.227 -1.984
O: -0.979 0.478 -1.373
S: -0.598 -1.004 -0.934
H: 0.453 -0.480 2.822
H: -0.489 -1.731 1.785
H: 0.029 2.005 -1.332
H: 0.877 0.700 -1.628

HOMO level (spin up / spin down) ... -6.805 / -8.601 eV
Kohn-Sham gap (spin up / spin down) ... 0.278 / 0.228 hartree
Multiplicity ... 3
E_LUMO (spin up / spin down) ... 0.028 / -0.088 hartree

No. 2
# CH4N2S

2 unconnected molecules or ions with the total composition CH4N2S in a non-equilibrium geometry (wB97M-V/def2-TZVPD, the Open Molecules 2025 dataset).

Geometry (Å):
C: -1.936 0.676 -0.012
N: -1.619 -0.395 0.956
N: -1.148 -0.540 -0.158
S: 3.647 -0.663 -0.180
H: -2.969 0.735 -0.187
H: -1.327 1.541 0.167
H: 2.706 -1.612 0.081
H: 2.647 0.258 -0.666

HOMO level ... -9.711 eV
SMILES ... C1N=N1.S
Kohn-Sham gap ... 0.376 hartree
E_LUMO ... 0.019 hartree

No. 3
# CH4N2S2

CH4N2S2 in the gas phase in a non-equilibrium geometry (wB97M-V/def2-TZVPD, the Open Molecules 2025 dataset).

Geometry (Å):
C: 0.403 1.047 -0.257
H: -1.300 -1.709 0.688
H: -1.441 1.202 0.445
H: 0.244 2.173 -0.484
H: 0.829 -1.699 0.293
N: -0.733 0.477 0.316
N: 1.541 0.522 -0.495
S: -1.518 -0.960 -0.403
S: 1.975 -1.053 -0.103

HOMO level ... -8.554 eV
SMILES ... S/N=C\NS
Kohn-Sham gap ... 0.327 hartree
E_LUMO ... 0.012 hartree

No. 4
# CH4N2S2

CH4N2S2 in the gas phase in a non-equilibrium geometry (wB97M-V/def2-TZVPD, the Open Molecules 2025 dataset).

Geometry (Å):
C: 0.495 0.114 0.182
H: -0.708 1.954 -0.062
H: 0.988 1.865 0.302
H: -0.215 -1.751 0.117
H: -3.030 -0.434 0.867
N: 0.164 1.392 0.150
N: -0.530 -0.919 0.360
S: 2.196 -0.280 -0.134
S: -2.037 -0.072 -0.234

HOMO level ... -8.298 eV
SMILES ... NC(=S)NS
Kohn-Sham gap ... 0.307 hartree
E_LUMO ... 0.002 hartree

No. 5
# CH4N3O

A molecular structure, CH4N3O in a non-equilibrium geometry (wB97M-V/def2-TZVPD, the Open Molecules 2025 dataset).

Geometry (Å):
C: -1.110 0.384 -0.242
N: 1.276 -0.347 0.190
N: 0.649 0.751 0.213
N: -1.346 -0.768 -0.058
O: 2.448 -0.556 0.188
H: -1.453 1.373 -0.480
H: 1.134 1.642 0.137
H: -2.188 -1.320 -0.135
H: 0.590 -1.160 0.187

HOMO level ... -16.485 eV
Charge ... +1
Kohn-Sham gap ... 0.401 hartree
E_LUMO ... -0.205 hartree

No. 6
# CH4N3O2

A molecular structure, CH4N3O2 in a non-equilibrium geometry (wB97M-V/def2-TZVPD, the Open Molecules 2025 dataset).

Geometry (Å):
C: -0.634 -0.891 -1.344
N: -0.291 0.399 -0.807
N: -0.028 1.892 1.304
N: 0.212 0.386 0.312
O: 0.853 -0.457 0.997
O: 0.783 1.603 2.377
H: 0.088 -1.675 -1.060
H: -1.559 -1.290 -1.193
H: -0.637 -0.774 -2.498
H: 1.212 0.808 1.912

HOMO level (spin up / spin down) ... -0.313 / -3.757 eV
Charge ... -1
Kohn-Sham gap (spin up / spin down) ... 0.177 / 0.301 hartree
Multiplicity ... 3
E_LUMO (spin up / spin down) ... 0.166 / 0.163 hartree